[1]
The following is a quantum chemistry calculation of a 3-piece molecular cluster, C34H52FN3O2 overall, from OMol25.

Computed properties:
E_HOMO in eV: -8.205
Gap between HOMO and LUMO in eV: 6.51
Molecular weight in g/mol: 553.81
Energy above the lowest of the compared OMol25 structures with the same formula, charge and spin in kcal/mol: 412.52
Lowest unoccupied orbital energy in Ha: -0.0623

Element x y z (Å)
C1 0.713 -1.766 4.453
C2 1.689 -1.246 3.416
C3 1.850 -1.910 1.909
C4 2.642 -3.351 1.718
F1 3.249 -4.106 2.847
C5 2.716 -3.947 0.189
C6 2.005 -3.146 -1.095
C7 2.148 -3.905 -2.553
C8 1.066 -3.899 -3.769
C9 1.384 -4.700 -5.119
N1 2.533 -5.554 -5.528
C10 3.470 -5.564 -4.371
C11 3.428 -4.830 -2.947
C12 1.227 -1.679 -0.895
N2 0.669 -1.055 -2.144
C13 -0.023 0.217 -1.741
C14 -0.772 1.065 -2.973
O1 -0.185 2.394 -3.202
C15 1.076 2.330 -3.956
C16 1.031 3.622 -5.018
C17 2.246 4.689 -4.738
C18 -0.167 0.845 -0.247
C19 -1.014 2.252 0.038
C20 -2.615 1.985 0.343
C21 -3.629 2.859 -0.629
O2 -4.533 3.672 0.251
N3 0.459 0.188 0.950
C22 1.165 -1.098 0.624
H1 0.751 -2.895 4.788
H2 -0.025 -0.968 4.920
H3 2.367 -0.336 3.701
H4 3.260 -4.986 0.015
H5 0.055 -3.304 -3.652
H6 0.548 -4.605 -5.970
H7 4.431 -6.254 -4.554
H8 4.316 -4.959 -2.183
H9 -0.701 0.406 -3.963
H10 -1.927 1.203 -2.752
H11 1.281 1.313 -4.497
H12 1.939 2.606 -3.180
H13 0.017 4.218 -4.816
H14 0.957 3.239 -6.127
H15 1.881 5.542 -3.992
H16 2.487 5.235 -5.765
H17 3.232 4.209 -4.328
H18 -0.564 2.681 1.057
H19 -0.823 3.081 -0.766
H20 -2.833 0.833 0.348
H21 -2.842 2.361 1.453
H22 -4.360 2.124 -1.217
H23 -3.077 3.608 -1.338
H24 -4.863 4.478 -0.243
C23 -2.398 -3.636 -0.310
C24 -3.443 -2.536 -0.212
C25 -4.422 -2.735 0.948
C26 -5.283 -4.002 0.868
C27 -6.135 -4.135 -0.396
C28 -7.168 -3.028 -0.543
H25 -2.854 -4.610 -0.508
H26 -1.705 -3.423 -1.130
H27 -1.818 -3.706 0.614
H28 -3.983 -2.453 -1.161
H29 -2.927 -1.578 -0.069
H30 -5.074 -1.856 1.013
H31 -3.857 -2.760 1.888
H32 -5.941 -4.027 1.746
H33 -4.638 -4.885 0.952
H34 -6.661 -5.097 -0.359
H35 -5.500 -4.166 -1.287
H36 -7.844 -3.009 0.318
H37 -7.770 -3.192 -1.443
H38 -6.697 -2.045 -0.635
C29 1.012 2.930 3.787
C30 2.073 3.534 2.881
C31 3.439 2.857 3.014
C32 4.089 2.962 4.399
C33 4.302 4.387 4.915
C34 5.246 5.205 4.047
H39 1.269 3.047 4.844
H40 0.050 3.425 3.623
H41 0.883 1.863 3.579
H42 2.155 4.609 3.075
H43 1.738 3.436 1.841
H44 4.116 3.278 2.262
H45 3.334 1.794 2.762
H46 5.057 2.447 4.365
H47 3.483 2.412 5.129
H48 4.722 4.330 5.927
H49 3.345 4.909 5.010
H50 6.227 4.723 3.977
H51 5.389 6.201 4.481
H52 4.853 5.338 3.036

Forces on the atoms, in the same order (eV/Å):
C 2.6 1.4 -2.6
C -2.1 -1.6 1.3
C 1.6 -2.6 -0.2
C -2.0 2.5 -2.9
F -2.0 2.5 -3.6
C -1.8 2.7 0.0
C 0.9 -0.6 2.5
C 0.5 -1.9 -3.2
C 3.1 -1.5 0.2
C 0.2 0.3 0.9
N -0.9 3.8 7.0
C -0.4 0.6 0.7
C -2.9 0.7 -1.9
C 1.0 -1.8 0.5
N -1.3 3.8 6.8
C 0.6 -1.3 0.3
C 0.0 -1.0 -0.1
O 0.1 -2.7 -0.5
C 0.9 2.1 0.0
C -0.6 0.1 0.6
C -0.3 0.7 -0.8
C 1.8 -2.4 0.8
C 0.8 -0.4 1.3
C -0.2 0.6 0.5
C -0.9 -0.4 0.2
O 0.8 0.3 -1.4
N -0.3 -1.4 -6.0
C -0.1 -0.3 -0.3
H -1.1 2.2 -1.5
H 2.4 -1.7 0.0
H -2.2 -1.0 -1.2
H -1.4 2.5 0.3
H 2.4 -1.4 -0.4
H 2.0 -0.2 2.1
H -2.3 1.8 0.5
H -2.0 0.2 -1.9
H 0.0 1.3 2.2
H 2.5 -0.2 -0.2
H -0.6 1.9 1.2
H -1.7 -1.0 -1.7
H 2.2 -1.5 -0.4
H 0.5 0.8 2.2
H 0.8 -2.0 -1.5
H -0.4 -1.1 2.2
H -2.0 0.8 -0.8
H -0.8 -1.1 -2.3
H -0.4 -2.0 1.2
H 0.3 2.3 -0.3
H 0.5 -0.8 -2.5
H 1.8 1.5 0.9
H -0.8 -1.7 1.2
H 0.7 -1.6 0.7
C 0.1 0.0 -0.2
C 0.0 0.1 0.2
C -0.1 0.1 0.0
C 0.1 -0.1 0.0
C 0.0 -0.1 0.2
C -0.1 0.0 -0.2
H 0.1 0.0 0.0
H 0.0 -0.1 0.1
H 0.0 0.0 -0.1
H 0.0 0.0 0.1
H -0.1 0.0 0.0
H 0.0 -0.1 0.0
H 0.0 0.0 -0.1
H 0.0 0.0 -0.1
H 0.0 0.1 0.0
H 0.1 0.1 0.0
H 0.0 0.0 0.1
H 0.1 0.1 -0.1
H 0.0 0.1 0.1
H -0.1 -0.1 0.0
C -0.2 0.1 0.1
C 0.1 -0.1 -0.1
C 0.1 0.1 -0.1
C -0.1 -0.1 0.1
C 0.1 -0.2 0.1
C 0.0 0.3 0.0
H 0.0 0.0 -0.1
H 0.0 -0.1 0.1
H 0.0 0.0 0.0
H 0.0 0.0 0.0
H 0.1 0.0 0.1
H 0.0 -0.1 0.1
H 0.0 0.1 0.0
H -0.1 0.1 0.0
H 0.0 0.0 -0.1
H -0.1 0.0 -0.1
H 0.0 -0.1 0.0
H -0.1 0.0 0.0
H 0.0 -0.1 -0.1
H 0.1 0.0 0.1

Results of the Löwdin charge analysis, in e, for atoms 1 through 8:
1 C -0.01
2 C -0.13
3 C -0.03
4 C -0.06
5 F -0.07
6 C 0.05
7 C -0.04
8 C -0.12

***

[2]
The following is a quantum chemistry calculation of C34H52N4O2SSbW as an isolated structure, from OMol25.

Computed properties:
E_HOMO (alpha / beta) in eV: -9.951 / -9.964
Gap between HOMO and LUMO (alpha / beta) in eV: 5.53 / 5.24
Molecular weight in g/mol: 886.48
Net charge: +1
Lowest unoccupied orbital energy (alpha / beta) in Ha: -0.1623 / -0.1736

Element x y z (Å)
W1 0.592 -0.128 -0.682
C1 -1.946 1.231 -1.831
N1 -1.085 0.114 -2.326
C2 -0.595 0.490 -3.701
C3 0.235 1.753 -3.800
C4 1.623 1.578 -3.191
N2 1.638 0.431 -2.301
C5 2.721 0.114 -1.585
C6 3.207 -1.270 -1.552
C7 4.557 -1.595 -1.581
C8 4.933 -2.924 -1.716
C9 3.963 -3.914 -1.824
C10 2.610 -3.604 -1.765
C11 2.249 -2.281 -1.592
O1 0.948 -1.918 -1.384
C12 -1.998 -1.065 -2.586
C13 -2.099 -2.146 -1.529
C14 -2.219 -1.623 -0.112
N3 -0.895 -1.292 0.440
C15 -0.450 -2.172 1.279
C16 0.693 -2.060 2.136
C17 0.803 -2.969 3.202
C18 1.798 -2.824 4.142
C19 2.703 -1.769 4.021
C20 2.629 -0.871 2.974
C21 1.627 -1.023 2.021
O2 1.585 -0.179 0.984
H1 -2.750 1.418 -2.549
H2 -1.372 2.141 -1.713
H3 -2.376 0.979 -0.865
H4 -1.491 0.605 -4.318
H5 -0.035 -0.367 -4.078
H6 -0.286 2.601 -3.365
H7 0.337 1.985 -4.861
H8 1.962 2.473 -2.659
H9 2.355 1.361 -3.971
H10 3.437 0.918 -1.387
H11 5.302 -0.811 -1.533
H12 5.981 -3.188 -1.749
H13 4.264 -4.947 -1.937
H14 1.848 -4.369 -1.820
H15 -1.673 -1.529 -3.515
H16 -2.990 -0.644 -2.769
H17 -1.237 -2.812 -1.581
H18 -2.980 -2.743 -1.770
H19 -2.689 -2.363 0.537
H20 -2.840 -0.727 -0.050
H21 -1.042 -3.070 1.457
H22 0.078 -3.768 3.289
H23 1.874 -3.514 4.970
H24 3.486 -1.653 4.760
H25 3.333 -0.058 2.869
C22 -1.651 3.276 5.439
C23 -0.901 2.614 4.287
C24 0.030 1.538 4.853
C25 -0.046 3.683 3.605
Sb1 -2.077 1.590 2.727
C26 -3.440 3.139 1.968
C27 -4.067 4.029 3.038
C28 -2.598 3.994 1.013
C29 -4.555 2.496 1.138
C30 -3.339 0.182 3.878
C31 -2.486 -1.084 4.027
C32 -3.808 0.620 5.261
C33 -4.568 -0.193 3.047
H26 -0.913 3.658 6.154
H27 -2.303 2.599 5.982
H28 -2.245 4.128 5.111
H29 0.754 2.001 5.531
H30 0.593 1.025 4.067
H31 -0.514 0.786 5.428
H32 0.634 4.118 4.345
H33 -0.649 4.500 3.208
H34 0.562 3.277 2.794
H35 -3.340 4.721 3.462
H36 -4.513 3.459 3.856
H37 -4.861 4.636 2.589
H38 -1.658 4.339 1.442
H39 -3.168 4.881 0.719
H40 -2.356 3.447 0.099
H41 -5.383 2.149 1.753
H42 -4.208 1.648 0.538
H43 -4.957 3.241 0.444
H44 -1.518 -0.903 4.497
H45 -2.301 -1.543 3.052
H46 -3.023 -1.818 4.639
H47 -2.985 0.668 5.974
H48 -4.520 -0.117 5.648
H49 -4.311 1.588 5.252
H50 -4.346 -0.319 1.983
H51 -5.361 0.549 3.137
H52 -4.974 -1.143 3.412
S1 0.813 2.278 0.094
C34 0.368 3.477 -0.996
N4 0.025 4.295 -1.736

Forces on the atoms, in the same order (eV/Å):
W 0.2 0.6 -1.1
C 0.0 0.0 0.0
N -0.1 0.1 0.2
C -0.1 0.0 0.0
C 0.0 0.0 0.0
C 0.0 -0.1 0.0
N 0.1 0.2 0.0
C 0.0 0.0 -0.2
C 0.0 0.0 0.0
C 0.0 -0.1 -0.1
C 0.0 0.0 0.0
C 0.0 0.0 0.0
C 0.0 0.1 0.0
C -0.1 0.0 -0.2
O 0.2 -0.1 0.9
C 0.1 -0.1 -0.1
C 0.0 0.0 0.0
C -0.1 0.1 0.1
N 0.3 -0.4 -0.4
C -0.1 0.3 0.5
C 0.2 -0.2 -0.2
C 0.1 0.0 0.0
C -0.1 0.0 0.0
C 0.1 0.1 0.0
C 0.0 0.0 0.0
C -0.1 0.0 0.0
O -0.3 -0.2 -0.2
H 0.0 0.0 0.0
H 0.0 0.0 0.0
H 0.0 0.0 0.0
H 0.0 0.0 0.0
H 0.0 0.0 0.0
H 0.0 0.0 0.0
H 0.0 0.0 0.0
H 0.0 0.0 0.0
H 0.0 0.0 0.0
H 0.0 -0.1 0.2
H 0.0 0.0 0.0
H 0.0 0.0 0.0
H 0.0 0.0 0.0
H 0.0 0.0 0.0
H 0.0 0.0 0.0
H 0.0 0.0 0.0
H 0.0 0.0 0.0
H 0.0 0.0 0.0
H 0.0 0.0 0.0
H 0.0 0.0 0.0
H -0.2 0.2 0.1
H 0.0 0.0 0.0
H 0.0 0.0 0.0
H 0.0 0.0 0.0
H 0.0 0.0 0.0
C 0.0 0.0 0.0
C 0.0 0.0 0.1
C 0.0 0.0 0.0
C 0.0 0.0 0.0
Sb -0.1 -0.1 0.0
C 0.0 0.1 0.0
C 0.0 0.1 0.0
C 0.0 0.0 0.0
C 0.0 0.0 0.0
C 0.0 -0.1 0.0
C 0.0 0.0 0.0
C 0.0 0.0 0.0
C 0.0 0.0 0.0
H 0.0 0.0 0.0
H 0.0 0.0 0.0
H 0.0 0.0 0.0
H 0.0 0.0 0.0
H 0.0 0.0 0.0
H 0.0 0.0 0.0
H 0.0 0.0 0.0
H 0.0 0.0 0.0
H 0.0 0.0 0.0
H 0.0 0.0 0.0
H 0.0 0.0 0.0
H 0.0 0.0 0.0
H 0.0 0.0 0.0
H 0.0 0.0 0.0
H 0.0 0.0 0.0
H 0.0 0.0 0.0
H 0.0 0.0 0.0
H 0.0 0.0 0.0
H 0.0 0.0 0.0
H 0.0 0.0 0.0
H 0.0 0.0 0.0
H 0.0 0.0 0.0
H 0.0 0.0 0.0
H 0.0 0.0 0.0
H 0.0 0.0 0.0
H 0.0 0.0 0.0
H 0.0 0.0 0.0
S 0.0 -0.2 0.5
C -0.1 -0.2 -0.2
N 0.0 0.1 0.1

Results of the Löwdin charge analysis, in e, for atoms 1 through 8:
1 W 1.65
2 C -0.08
3 N -0.26
4 C -0.18
5 C -0.15
6 C -0.18
7 N -0.22
8 C -0.17

***

[3]
The following is a quantum chemistry calculation of C34H52O26Rb as an isolated structure, from OMol25.

Computed properties:
E_HOMO in eV: -1.875
Gap between HOMO and LUMO in eV: 1.79
Molecular weight in g/mol: 962.23
Net charge: -1
Lowest unoccupied orbital energy in Ha: -0.0033

Element x y z (Å)
Rb1 2.389 4.952 -6.167
O1 1.206 1.180 -1.571
C1 0.468 0.814 -0.452
C2 -0.584 -0.397 -0.435
O2 -0.277 -1.793 -0.377
H1 -0.011 1.748 -0.160
H2 1.147 0.634 0.382
H3 -1.366 -0.250 -1.181
H4 -1.137 -0.256 0.494
C3 3.998 8.603 0.428
C4 3.577 9.979 0.096
C5 4.741 10.939 -0.132
O3 4.235 11.756 -1.147
C6 3.152 11.191 -1.705
O4 2.351 11.706 -2.487
O5 2.934 10.017 -1.166
H5 3.244 7.870 0.142
H6 4.354 8.498 1.453
H7 4.802 8.382 -0.274
H8 2.895 10.328 0.871
H9 5.698 10.427 -0.234
H10 4.821 11.435 0.836
C7 8.622 2.419 -1.762
C8 8.718 3.093 -0.402
C9 7.947 2.457 0.753
O6 8.911 2.533 1.797
C10 10.071 2.868 1.279
O7 11.101 3.036 1.916
O8 10.004 2.961 -0.016
H11 9.267 2.985 -2.433
H12 7.645 2.534 -2.232
H13 8.867 1.359 -1.835
H14 8.488 4.158 -0.365
H15 7.635 1.457 0.452
H16 6.983 2.925 0.953
C11 -4.367 2.392 -7.570
C12 -3.650 1.326 -6.783
C13 -4.409 0.045 -6.996
O9 -3.369 -0.914 -7.089
C14 -2.272 -0.303 -7.445
O10 -1.220 -0.835 -7.842
O11 -2.373 1.063 -7.344
H17 -4.456 2.214 -8.642
H18 -3.792 3.316 -7.519
H19 -5.348 2.652 -7.172
H20 -3.612 1.587 -5.726
H21 -4.978 0.139 -7.922
H22 -5.088 -0.170 -6.171
C15 -5.943 -7.014 -3.183
C16 -4.950 -7.430 -4.255
C17 -3.481 -7.310 -3.843
O12 -2.962 -8.612 -4.159
C18 -3.979 -9.455 -4.441
O13 -3.816 -10.639 -4.754
O14 -5.106 -8.771 -4.542
H23 -5.800 -7.445 -2.192
H24 -6.964 -7.279 -3.458
H25 -5.755 -5.944 -3.095
H26 -5.110 -6.821 -5.145
H27 -3.470 -7.058 -2.783
H28 -3.034 -6.482 -4.392
C19 2.620 0.922 6.160
C20 2.359 -0.534 6.063
C21 3.204 -1.376 5.175
O15 3.680 -2.417 5.933
C22 3.474 -2.121 7.209
O16 3.896 -2.762 8.196
O17 2.618 -1.085 7.310
H29 3.693 1.076 6.274
H30 2.044 1.494 6.887
H31 2.377 1.348 5.187
H32 1.288 -0.648 5.899
H33 4.086 -0.854 4.804
H34 2.666 -1.869 4.365
C23 -5.338 6.319 1.333
C24 -4.177 7.063 0.663
C25 -4.035 6.817 -0.827
O18 -3.700 8.091 -1.302
C26 -3.873 9.011 -0.287
O19 -3.604 10.226 -0.409
O20 -4.352 8.474 0.763
H35 -4.997 5.284 1.346
H36 -6.364 6.411 0.979
H37 -5.330 6.593 2.388
H38 -3.251 6.871 1.204
H39 -5.016 6.557 -1.225
H40 -3.265 6.106 -1.126
C27 -5.851 -2.292 4.038
C28 -5.297 -3.691 3.661
C29 -4.095 -4.260 4.419
O21 -4.395 -5.568 4.624
C30 -5.572 -5.810 4.348
O22 -6.121 -6.903 4.598
O23 -6.213 -4.704 3.908
H41 -6.825 -2.086 3.593
H42 -5.136 -1.472 3.968
H43 -6.009 -2.307 5.116
H44 -5.162 -3.643 2.581
H45 -4.009 -3.635 5.307
H46 -3.179 -4.187 3.834
C31 3.653 -8.428 1.213
C32 2.405 -8.661 2.030
C33 1.212 -9.078 1.214
O24 0.577 -10.117 1.967
C34 1.570 -10.739 2.774
O25 1.385 -11.783 3.340
O26 2.648 -9.824 2.795
H47 4.532 -8.056 1.739
H48 3.411 -7.744 0.399
H49 3.953 -9.377 0.770
H50 2.155 -7.788 2.633
H51 1.533 -9.408 0.226
H52 0.535 -8.234 1.085

Forces on the atoms, in the same order (eV/Å):
Rb -0.1 -0.2 0.2
O -0.9 -1.1 0.5
C 2.0 1.1 -1.4
C -0.6 -3.3 0.5
O 0.5 2.7 -0.5
H -1.4 0.0 0.4
H 0.3 -0.7 0.6
H 0.1 0.5 -0.9
H 0.0 0.9 0.8
C 0.6 -1.0 -1.0
C 0.3 -0.3 0.4
C -0.9 -0.7 2.4
O 0.9 1.2 -0.8
C -3.1 2.0 -1.9
O 2.9 -0.9 1.5
O -0.6 -1.5 0.3
H -0.3 0.1 0.6
H -0.2 -0.1 -0.1
H 0.4 -0.3 0.2
H -0.2 0.4 -0.2
H 0.0 0.2 -1.2
H 0.2 0.9 -0.3
C -0.8 1.1 -0.9
C -2.7 -0.4 -1.1
C -0.8 -0.4 -1.3
O -1.8 -0.4 1.0
C 3.8 0.2 2.6
O -1.9 -0.3 -0.9
O 3.0 0.2 -0.6
H 0.3 -0.2 0.0
H -0.3 0.0 0.3
H 0.2 0.1 0.6
H -0.2 0.2 -0.8
H 0.6 -0.6 0.6
H 0.4 0.6 0.6
C 0.6 1.7 0.0
C -1.4 0.8 -0.6
C -0.3 0.1 0.6
O -1.0 -1.0 0.1
C 5.4 -0.4 -1.8
O -3.6 1.4 1.3
O -0.4 -1.0 0.3
H 0.0 -0.6 0.1
H 0.1 0.2 0.1
H -0.1 -0.3 0.1
H 0.5 0.0 0.0
H 0.1 -0.6 -0.2
H 0.2 -0.3 -0.1
C 0.3 0.3 -0.1
C -0.2 1.1 0.9
C -0.9 0.3 0.1
O 0.4 0.5 0.7
C 1.6 -2.8 -2.1
O -0.7 3.2 1.4
O -1.2 -1.8 -0.4
H 0.5 -0.3 -0.1
H 0.0 0.4 -0.3
H -0.7 0.2 0.2
H -0.3 -0.2 -0.2
H 0.6 -0.5 0.1
H 0.6 -0.5 -0.1
C 0.8 1.0 -1.5
C -1.9 0.7 0.5
C 0.2 0.4 -3.0
O 1.0 -1.3 1.7
C 0.5 -2.5 4.3
O -1.2 2.2 -3.5
O 0.9 -1.1 2.1
H 0.0 0.2 0.4
H 0.1 -0.5 0.2
H 0.0 0.2 -0.2
H -0.1 -0.4 -0.4
H -0.2 0.3 -0.4
H -0.1 0.6 -0.3
C 1.3 -0.2 0.9
C -0.9 -1.1 0.9
C -0.6 -0.1 0.2
O 0.5 1.7 0.2
C 1.9 5.2 -3.4
O -0.9 -4.0 0.2
O -1.0 -0.9 1.9
H -0.4 -0.3 -0.2
H 0.4 0.2 -0.5
H -0.1 0.2 0.1
H 0.0 -0.4 0.0
H 0.0 -0.3 -0.2
H -0.2 -0.1 0.2
C 0.4 -1.0 1.7
C 0.3 1.6 -1.4
C 1.3 3.8 -1.2
O 5.1 -0.7 1.6
C -7.1 -4.5 0.8
O 1.2 3.2 -1.3
O -1.9 -1.2 0.0
H 0.3 0.0 -0.3
H 0.1 -0.2 -0.9
H -0.4 -0.1 0.3
H 0.5 -0.3 -0.2
H 0.3 -0.7 0.6
H 0.0 0.1 0.2
C 0.0 0.1 -0.7
C 0.5 -0.1 -0.3
C -0.5 0.5 -0.3
O 1.5 -0.8 0.5
C -1.2 1.7 -0.6
O 1.2 2.0 -0.9
O -0.9 -2.7 1.7
H -0.3 0.1 0.3
H 0.1 0.2 0.0
H -0.1 -0.1 -0.1
H 0.1 -0.2 0.5
H -0.2 -0.4 0.0
H -0.2 -0.3 0.0

Results of the Löwdin charge analysis, in e, for atoms 1 through 8:
1 Rb 0.33
2 O -0.33
3 C -0.44
4 C -0.41
5 O -0.38
6 H 0.06
7 H 0.06
8 H 0.06

***

| no. | energy (a.u.) | maximum force (eV/Å) |
| --- | --- | --- |
| 1 | -1740.47522 | 8.0 |
| 2 | -2401.55875 | 1.2 |
| 3 | -3306.83872 | 8.5 |